1.
Here is a 2-piece molecular cluster, C11H22BBrClFN4O6S2 overall from OMol25. Energies are from ωB97M-V with the def2-TZVPD basis set.

CARTESIAN COORDINATES (ANGSTROEM)
C  -1.99062  1.38298  4.66197
C  -2.75206  0.16766  4.18188
O  -3.36591  0.34403  2.87934
B  -2.81296  -0.14926  1.74884
O  -3.42339  -1.11496  1.00053
N  -1.50292  0.32589  1.22504
C  -1.25009  1.79010  1.22229
C  -2.26738  2.49879  0.37695
F  -2.27439  1.90686  -0.89129
C  -0.64164  -0.48216  0.63566
N  0.59455  -0.13361  0.16710
C  1.11265  -1.22068  -0.35098
C  2.45484  -1.34510  -0.98349
C  3.35295  -0.12474  -0.79321
C  2.86358  1.13373  -1.51165
C  3.24974  1.08581  -2.98840
S  2.25657  2.17769  -3.97602
O  2.76329  2.19161  -5.30643
O  1.98830  3.37621  -3.26220
Cl  0.51688  1.09578  -3.99094
N  0.25684  -2.27966  -0.24471
S  0.34011  -3.89534  -0.76918
C  0.29087  -3.77312  -2.53612
O  1.60713  -4.38425  -0.35532
O  -0.88636  -4.43213  -0.28205
N  -0.86860  -1.78948  0.38534
H  -1.79708  1.30097  5.73036
H  -2.56849  2.28435  4.46172
H  -1.03131  1.47818  4.16169
H  -3.58548  -0.04057  4.84783
H  -2.11193  -0.71886  4.16338
H  -4.19553  -1.47208  1.45308
H  -0.25389  1.98225  0.83802
H  -1.30693  2.17777  2.23078
H  -3.27442  2.44876  0.79405
H  -1.96532  3.55356  0.37280
H  2.32887  -1.56270  -2.04927
H  2.92900  -2.22688  -0.55158
H  3.47619  0.07008  0.27121
H  4.33421  -0.39830  -1.18594
H  3.29475  2.02034  -1.05305
H  1.78497  1.24746  -1.41769
H  4.27327  1.41080  -3.17535
H  3.08594  0.09559  -3.41010
H  1.21465  -4.20134  -2.91214
H  0.20948  -2.73460  -2.84422
H  -0.57481  -4.34088  -2.86345
H  -1.68554  -2.36020  0.55288
Br  -2.19253  5.63364  1.34212

Summary:
**Total charge**: 0
**Orbital gap**: 4.98 eV
**HOMO**: -6.10 eV
**Calculated total energy**: -5058.158584 hartree
**2S+1**: 1
**M**: 515.620 g mol⁻¹

Atom charges from the Mulliken analysis, given in e for atoms 1 to 8: -1.26 -0.07 -0.51 0.53 -0.61 0.20 -0.44 -0.15

***

2.
Here is one molecule with the formula C11H22BN3O5 at a distorted geometry from OMol25. Energies are from ωB97M-V with the def2-TZVPD basis set.

CARTESIAN COORDINATES (ANGSTROEM)
C  0.18818  -4.98438  1.66119
C  0.36145  -3.50940  1.72623
N  -0.17679  -2.87779  2.93394
C  -0.38233  -2.88726  0.54988
O  -1.51292  -3.28134  0.32181
N  0.20463  -1.87718  -0.19622
C  -0.67223  -0.92800  -0.96269
C  -0.32126  0.53641  -0.50934
C  0.15776  1.38683  -1.72042
C  -1.01877  1.86308  -2.56845
C  -1.85129  2.94913  -1.93290
B  -1.21451  4.32122  -1.58395
O  -1.51087  5.44765  -2.31041
O  -0.28026  4.50093  -0.57780
C  0.80590  0.32504  0.53989
N  0.13848  0.34622  1.86556
C  1.88398  1.44487  0.55922
O  1.54651  2.58145  0.64307
O  3.18274  1.04238  0.46761
C  1.35485  -1.07721  0.31667
H  -0.80435  -5.22117  2.05741
H  0.26610  -5.32830  0.64390
H  0.88628  -5.51645  2.30183
H  1.44739  -3.30520  1.63994
H  0.07601  -3.35742  3.77651
H  -1.16152  -2.93678  2.82162
H  -0.50042  -1.13751  -2.01593
H  -1.69980  -1.18529  -0.74122
H  -1.23433  1.02404  -0.04536
H  0.77879  2.26169  -1.40518
H  0.85272  0.81714  -2.35666
H  -1.65728  0.99827  -2.76415
H  -0.67838  2.22533  -3.54120
H  -2.74152  3.08262  -2.55359
H  -2.24421  2.58637  -0.96875
H  -1.08465  6.24152  -1.94640
H  0.30597  3.80578  -0.15452
H  -0.07257  -0.61595  2.21011
H  0.71744  0.85061  2.55005
H  3.71228  1.86834  0.44589
H  1.80018  -1.46859  1.25918
H  2.15265  -1.01172  -0.43638

Summary:
**Energy above the lowest of the compared OMol25 structures with the same formula, charge and spin**: 0.0 kcal/mol
**Total charge**: 0
**Orbital gap**: 9.57 eV
**SMILES**: C[C@H](N)C(=O)N1C[C@H](CCCB(O)O)[C@](N)(C(=O)O)C1
**HOMO**: -9.20 eV
**Calculated total energy**: -997.803280 hartree
**2S+1**: 1
**M**: 287.125 g mol⁻¹

Atom charges from the Mulliken analysis, given in e for atoms 1 to 8: -1.63 0.63 -0.62 0.34 -0.66 0.08 -1.42 0.36

***

3.
Here is a 2-piece molecular cluster, C11H22BNO5 overall at a distorted geometry from OMol25. Energies are from ωB97M-V with the def2-TZVPD basis set.

CARTESIAN COORDINATES (ANGSTROEM)
O  -4.23121  -1.40100  5.41960
C  -4.42288  -1.94350  4.31058
O  -5.25186  -2.77343  3.97818
B  -3.37856  -1.41278  3.24895
C  -1.99561  -2.13975  2.99049
O  -0.94444  -1.20104  2.77721
O  -0.41680  -0.74057  4.01383
H  -3.62059  -0.42413  2.63077
H  -1.74638  -2.87604  3.75432
H  -2.09846  -2.69117  2.05686
H  -0.49047  -1.46147  4.65486
C  1.84919  -0.04490  -3.22241
C  0.54187  -0.09213  -2.38193
C  -0.26599  1.20484  -2.54214
C  0.33516  2.40550  -1.81164
C  0.55921  2.08443  -0.33328
C  1.41725  0.83356  -0.12318
N  0.84904  -0.31508  -0.92465
O  -0.11516  -0.78464  -0.35349
C  2.87300  1.14699  -0.52502
C  1.47815  0.46741  1.35169
C  -0.26712  -1.24712  -2.96828
H  1.89039  -0.86860  -3.93165
H  1.93521  0.87860  -3.79331
H  2.75009  -0.15544  -2.62579
H  -1.28109  1.04336  -2.16557
H  -0.36340  1.42464  -3.60468
H  1.26745  2.71728  -2.28825
H  -0.34542  3.25410  -1.89458
H  1.04658  2.92424  0.16033
H  -0.41059  1.95570  0.15712
H  3.48666  0.24550  -0.51329
H  3.30454  1.84245  0.19083
H  2.96863  1.61775  -1.50118
H  0.48803  0.33451  1.78084
H  1.97025  1.25579  1.91589
H  2.04058  -0.45388  1.50863
H  0.25242  -2.19649  -2.83451
H  -0.39848  -1.07936  -4.03459
H  -1.25920  -1.33416  -2.52755

Summary:
**Total charge**: 0
**Orbital gap**: 2.08 eV
**HOMO**: -6.28 eV
**Calculated total energy**: -887.804258 hartree
**2S+1**: 1
**M**: 259.111 g mol⁻¹

Atom charges from the Mulliken analysis, given in e for atoms 1 to 8: -0.61 0.56 -0.61 0.25 -0.53 -0.11 -0.37 -0.13